1.
Molecular formula: C28H57O6PS
Method: DFT, ωB97M-V with the def2-TZVPD basis set

```
93
C28H57O6PS (ωB97M-V with the def2-TZVPD basis set)
C -3.0048 2.2169 1.0069
C -3.7175 3.4631 0.2116
C -3.5356 4.8047 1.1544
C -1.9895 5.3992 1.0097
C -1.1635 5.4077 2.4432
C 0.3142 4.6379 2.3413
C 1.3324 5.3556 1.2524
C 2.7740 4.5345 1.0833
C 2.5674 2.9365 0.7234
C 3.5403 2.4195 -0.5292
C 2.6796 1.3072 -1.3993
C 3.4977 0.6665 -2.6708
C 4.5547 -0.5254 -2.2845
C 4.4018 -1.9048 -3.1538
C 3.2632 -2.9524 -2.6146
C 3.1387 -3.0745 -0.9865
C 2.6235 -4.5263 -0.4280
C 1.0121 -4.6362 -0.1563
C 0.5196 -4.2843 1.3594
C -1.1423 -4.0925 1.3350
C -1.6689 -4.9767 2.6540
P -3.3984 -4.4669 3.2779
O -4.4638 -4.1737 2.1483
O -4.0163 -5.8515 4.2035
O -3.3182 -3.1483 4.4658
C -1.6242 -2.5367 1.4861
C -0.6718 -1.4217 0.7620
C -0.6863 -1.5128 -0.9088
C -1.2406 -0.1459 -1.6266
C -2.3211 -0.6504 -2.7952
C -2.4457 0.3883 -4.0575
C -3.5995 1.5159 -3.6481
O 0.7013 -1.3256 1.2747
S 1.1993 -2.7194 2.1125
O 2.7755 -2.6658 2.1818
O 0.7589 -2.7359 3.6295
H -3.2437 2.1762 2.1535
H -1.8326 2.3253 0.8269
H -3.3414 1.2020 0.4815
H -4.8519 3.2023 -0.0137
H -3.1881 3.5913 -0.8442
H -3.7717 4.4883 2.2641
H -4.3244 5.5914 0.7605
H -1.3569 4.7370 0.2635
H -2.0942 6.5158 0.6504
H -0.9318 6.5455 2.7095
H -1.8199 5.0039 3.3442
H 0.1135 3.5330 1.9752
H 0.7969 4.5635 3.4085
H 0.7599 5.4542 0.2364
H 1.5079 6.4534 1.6515
H 3.4276 5.1158 0.2817
H 3.3245 4.6374 2.1229
H 2.7488 2.3187 1.7154
H 1.4475 2.8365 0.3290
H 3.8470 3.3679 -1.1464
H 4.5048 1.9881 -0.0209
H 1.7584 1.9080 -1.8628
H 2.2307 0.5015 -0.6681
H 4.1152 1.5614 -3.1597
H 2.7051 0.3277 -3.4621
H 4.5213 -0.6565 -1.1224
H 5.6411 -0.0961 -2.5310
H 4.1630 -1.5929 -4.2796
H 5.4385 -2.4744 -3.1945
H 3.5843 -4.0286 -3.0159
H 2.2261 -2.7137 -3.1009
H 4.2298 -2.9076 -0.5409
H 2.4857 -2.1879 -0.5465
H 2.9514 -5.3628 -1.2079
H 3.1595 -4.8321 0.5888
H 0.4769 -4.0399 -1.0151
H 0.7260 -5.7802 -0.3434
H 0.7648 -5.2417 2.0283
H -1.6377 -4.6244 0.4029
H -0.9041 -4.7715 3.5464
H -1.5640 -6.1407 2.4285
H -4.3797 -5.5079 5.0948
H -2.3337 -2.9136 4.6064
H -1.7329 -2.1972 2.6252
H -2.7026 -2.4480 0.9819
H -1.1767 -0.3628 0.9894
H 0.4277 -1.6974 -1.2951
H -1.3001 -2.4470 -1.2708
H -0.3464 0.3615 -2.2308
H -1.7015 0.6476 -0.8977
H -3.3765 -0.9341 -2.3430
H -1.8786 -1.6642 -3.2386
H -2.8830 -0.1663 -5.0197
H -1.4363 0.8710 -4.4006
H -4.4537 1.6112 -4.4575
H -3.0423 2.5261 -3.4250
H -4.1239 1.1005 -2.6703
```

LUMO level	0.16	eV
calculated total energy	-62357.2432	eV
max |F|	8.670	eV/Å
E_HOMO	-10.322	eV

2.
Molecular formula: C3H2FNO
Method: DFT, ωB97M-V with the def2-TZVPD basis set

```
8
C3H2FNO (ωB97M-V with the def2-TZVPD basis set)
F 2.2588 -0.3810 -0.0358
C 0.9637 -0.3314 0.0074
C 0.1741 0.7864 0.0560
C -1.0985 0.1725 -0.0205
N -1.0536 -1.1589 -0.0213
O 0.3321 -1.4174 0.0576
H 0.4982 1.7821 0.0614
H -2.0748 0.5477 -0.1049
```

LUMO level	0.94	eV
structure (SMILES)	Fc1ccno1
calculated total energy	-9396.3505	eV
max |F|	3.292	eV/Å
energy relative to the best compared isomer or geometry (same formula, charge and spin)	1.158	eV
E_HOMO	-9.899	eV

3.
Molecular formula: C3H4O2
Method: DFT, ωB97M-V with the def2-TZVPD basis set

```
9
C3H4O2 (ωB97M-V with the def2-TZVPD basis set)
C 0.6115 -0.9005 0.2982
C -0.3072 -0.3703 1.0606
O -0.9962 0.5489 0.4010
C -0.1014 0.8126 -0.7517
O 0.7671 -0.2745 -0.8927
H 1.4722 -1.5225 0.5828
H -0.6772 -0.5912 1.9941
H 0.4042 1.8142 -0.5943
H -0.5837 0.8531 -1.6917
```

LUMO level	1.04	eV
structure (SMILES)	C1=COCO1
calculated total energy	-7268.5803	eV
max |F|	4.116	eV/Å
energy relative to the best compared isomer or geometry (same formula, charge and spin)	2.106	eV
E_HOMO	-8.120	eV

4.
Molecular formula: C5H10N2
Method: DFT, ωB97M-V with the def2-TZVPD basis set

```
17
C5H10N2 (ωB97M-V with the def2-TZVPD basis set)
C -1.3765 -0.0427 -0.0847
C -0.1813 0.7409 -0.4871
C -0.2142 0.2439 1.0073
C 1.3145 -1.4057 -2.9647
C 0.6547 -0.5703 1.9417
N -0.6099 2.0058 0.0551
N -0.4857 1.5800 1.3826
H -2.2963 0.3725 0.2096
H -1.3167 -1.1388 -0.3422
H 1.1227 -1.0198 -1.9448
H 0.4169 -1.8636 -3.4063
H 2.1100 -1.1976 -3.7090
H 0.4044 -0.0618 2.9598
H 1.7044 -0.4719 1.7566
H 0.3732 -1.7381 1.8870
H -0.2913 2.9245 -0.2000
H -1.3289 1.6428 1.9393
```

LUMO level (spin up / spin down)	-0.78 / 0.44	eV
calculated total energy	-8318.6795	eV
max |F|	5.107	eV/Å
energy relative to the best compared isomer or geometry (same formula, charge and spin)	8.654	eV
E_HOMO (spin up / spin down)	-8.156 / -7.880	eV

Question: What is the calculated total energy in the second record?
Answer: -9396.3505 eV

Question: Among the records above, which one has the lowest calculated total energy?
Answer: C28H57O6PS